# C23H52BiP4Se

C23H52BiP4Se as an isolated structure (ωB97M-V/def2-TZVPD, OMol25).

```
81
Properties=species:S:1:pos:R:3:lowdin_charge:R:1
Bi -0.028 -0.810 -0.072 1.07
P -1.749 -1.416 2.127 0.71
P 1.126 -3.275 -0.348 0.66
P -2.375 -1.411 -1.532 0.67
H -0.416 3.333 -0.906 0.03
C -1.465 3.285 -1.196 -0.11
C -2.394 3.591 -0.277 -0.04
H -2.072 4.138 0.613 0.06
C -1.152 -0.983 3.797 -0.23
C -2.239 -3.168 2.308 -0.24
C -3.341 -0.519 2.036 -0.22
C 2.230 -3.461 -1.799 -0.22
C 2.169 -3.647 1.099 -0.24
C -0.051 -4.663 -0.477 -0.23
C -3.538 -0.003 -1.655 -0.22
C -3.487 -2.786 -1.058 -0.25
C -2.018 -1.808 -3.272 -0.27
H -1.736 2.959 -2.212 0.06
H -3.460 3.384 -0.428 0.07
H -1.037 0.105 3.888 0.02
H -0.172 -1.441 3.981 0.05
H -1.885 -1.346 4.539 0.09
H -1.340 -3.797 2.360 0.04
H -2.839 -3.497 1.451 0.03
H -2.824 -3.273 3.239 0.08
H -3.145 0.563 2.012 0.05
H -3.950 -0.766 2.920 0.09
H -3.894 -0.777 1.124 0.01
H 2.739 -4.435 -1.743 0.08
H 2.978 -2.652 -1.800 0.06
H 1.638 -3.392 -2.725 0.06
H 2.692 -4.600 0.931 0.08
H 1.550 -3.740 1.999 0.05
H 2.910 -2.851 1.249 0.05
H 0.520 -5.603 -0.527 0.08
H -0.661 -4.562 -1.386 0.05
H -0.717 -4.693 0.396 0.03
H -4.160 -0.146 -2.549 0.08
H -2.990 0.945 -1.740 0.03
H -4.182 0.050 -0.766 0.05
H -4.196 -2.953 -1.887 0.08
H -4.051 -2.555 -0.143 0.04
H -2.906 -3.704 -0.893 0.04
H -2.975 -1.886 -3.812 0.08
H -1.490 -2.771 -3.327 0.05
H -1.374 -1.035 -3.717 0.00
C 1.087 1.943 -3.908 -0.48
C 0.723 3.261 -3.631 -0.11
C 1.003 4.295 -4.538 -0.05
C 1.649 4.033 -5.734 -0.04
C 2.015 2.716 -6.031 -0.04
C 1.708 1.692 -5.130 -0.15
Se 0.910 0.273 -2.790 0.73
H 0.250 1.017 -1.578 -0.22
H 0.202 3.533 -2.725 0.04
H 0.712 5.319 -4.300 0.13
H 1.882 4.816 -6.439 0.12
H 2.536 2.476 -6.943 0.12
H 1.980 0.672 -5.379 0.09
C -0.508 2.568 3.522 -0.15
C 0.823 2.583 2.772 -0.38
P 1.341 1.042 1.855 0.83
C 2.709 1.760 0.830 -0.43
C 3.813 2.476 1.609 -0.12
C 2.344 -0.117 2.935 -0.42
C 2.932 0.383 4.254 -0.12
H -1.331 2.170 2.910 0.05
H -0.773 3.603 3.793 0.10
H -0.453 1.965 4.440 0.07
H 0.765 3.350 1.986 0.09
H 1.640 2.880 3.447 0.09
H 3.120 0.934 0.226 0.07
H 2.218 2.459 0.135 0.07
H 4.428 1.767 2.176 0.07
H 4.462 3.011 0.903 0.10
H 3.421 3.217 2.316 0.07
H 1.692 -0.990 3.110 0.03
H 3.165 -0.479 2.289 0.08
H 2.159 0.753 4.946 0.08
H 3.438 -0.472 4.729 0.09
H 3.696 1.164 4.123 0.07
```

The energy above the lowest of the compared OMol25 structures with the same formula, charge and spin is 125.5 kJ/mol. For the HOMO-LUMO gap, the calculation gives 5.95 eV. Its total charge is +3. For the total energy, the calculation gives -133009.4357 eV.


# C33H57ClN2O2SiSr

C33H57ClN2O2SiSr as an isolated structure (ωB97M-V/def2-TZVPD, OMol25).

```
97
Properties=species:S:1:pos:R:3:lowdin_charge:R:1
O 1.055 -1.700 0.571 -0.37
O 0.855 -0.274 -4.268 -0.21
C 2.464 -2.055 0.348 -0.22
C 2.929 -3.139 1.291 -0.05
H 3.017 -1.121 0.501 0.12
H 2.574 -2.360 -0.702 0.11
H 2.682 -2.917 2.336 0.06
H 4.013 -3.255 1.224 0.09
H 2.467 -4.097 1.037 0.08
C 0.106 -2.773 0.279 -0.23
C 0.237 -3.265 -1.149 -0.06
H -0.891 -2.351 0.461 0.11
H 0.262 -3.589 1.005 0.12
H 0.044 -2.449 -1.855 0.08
H -0.478 -4.070 -1.346 0.09
H 1.243 -3.649 -1.334 0.07
C -0.213 0.324 -5.027 -0.26
C 1.810 -1.038 -5.019 -0.27
C -1.518 -0.437 -4.870 -0.07
H 0.057 0.394 -6.096 0.12
H -0.318 1.341 -4.619 0.11
H -1.423 -1.470 -5.220 0.06
H -2.288 0.055 -5.467 0.08
H -1.847 -0.451 -3.825 0.07
C 1.216 -2.208 -5.790 -0.09
H 2.533 -1.392 -4.271 0.12
H 2.331 -0.364 -5.721 0.12
H 0.603 -2.855 -5.152 0.08
H 2.036 -2.806 -6.195 0.08
H 0.607 -1.870 -6.636 0.07
H 1.575 1.271 -2.655 0.02
N -1.056 -0.937 3.735 -0.06
C -1.828 -0.290 4.593 -0.35
C -2.356 0.985 4.293 -0.05
C -2.443 1.675 3.058 -0.34
C -2.181 -0.884 5.940 -0.01
H -1.305 -1.319 6.435 0.09
H -2.945 -1.667 5.835 0.09
H -2.592 -0.105 6.592 0.08
C -3.383 2.865 3.046 -0.02
H -4.042 2.839 2.167 0.09
H -2.820 3.813 3.033 0.08
H -3.998 2.825 3.955 0.08
N -1.780 1.353 1.958 -0.06
C -0.700 -2.300 3.847 -0.23
C 0.580 -2.660 4.341 -0.24
C 1.583 -1.628 4.773 -0.06
C 0.902 -4.008 4.463 -0.07
H 1.869 -4.282 4.900 0.12
C 0.013 -4.999 4.060 -0.09
H 0.284 -6.056 4.159 0.10
C -1.234 -4.645 3.550 -0.06
H -1.945 -5.419 3.251 0.11
C -1.597 -3.310 3.411 -0.23
C -2.932 -2.956 2.828 -0.04
C -1.962 1.929 0.667 -0.23
C -1.325 3.148 0.326 -0.23
C -0.411 3.824 1.306 -0.05
C -1.590 3.726 -0.913 -0.07
H -1.130 4.690 -1.152 0.11
C -2.410 3.088 -1.846 -0.09
H -2.606 3.551 -2.817 0.10
C -2.987 1.861 -1.529 -0.07
H -3.636 1.351 -2.248 0.11
C -2.763 1.263 -0.297 -0.22
C -3.368 -0.069 0.011 -0.04
Sr 0.455 0.195 2.013 1.22
H 2.522 -1.728 4.201 0.07
H 1.844 -1.781 5.833 0.10
H 1.251 -0.586 4.671 0.01
H -2.942 -1.956 2.375 0.06
H -3.725 -2.981 3.591 0.09
H -3.221 -3.687 2.058 0.08
H 0.179 4.587 0.781 0.08
H 0.292 3.135 1.809 0.00
H -0.967 4.347 2.101 0.08
H -3.865 -0.082 0.989 0.08
H -2.627 -0.885 -0.026 0.07
H -4.129 -0.301 -0.743 0.08
H -2.864 1.472 5.120 0.08
C 1.519 2.330 -2.337 -0.17
Si 2.909 3.389 -3.073 0.46
H 0.537 2.716 -2.646 0.02
H 1.554 2.324 -1.237 0.02
C 4.422 2.275 -3.058 -0.19
C 3.238 4.958 -2.086 -0.19
C 2.505 3.871 -4.849 -0.19
H 3.326 4.463 -5.282 0.03
H 1.588 4.475 -4.906 0.03
H 2.364 2.975 -5.470 0.02
H 4.774 2.118 -2.029 0.03
H 5.243 2.699 -3.650 0.03
H 4.155 1.296 -3.481 0.02
H 3.259 4.751 -1.006 0.03
H 2.469 5.721 -2.273 0.03
H 4.212 5.388 -2.366 0.03
Cl 2.079 1.815 3.410 -0.36
```

The energy above the lowest of the compared OMol25 structures with the same formula, charge and spin is 0.0 kJ/mol. For the HOMO-LUMO gap, the calculation gives 7.53 eV. For the total energy, the calculation gives -63461.1726 eV.


# C4H6N2

One molecule with the formula C4H6N2 (ωB97M-V/def2-TZVPD, OMol25).

```
12
Properties=species:S:1:pos:R:3:lowdin_charge:R:1
C 0.009 -1.376 -0.021 0.00
C 0.671 -0.185 -0.101 -0.46
C -1.436 0.821 -0.035 -0.18
N 2.029 -0.047 0.111 0.09
C -0.128 1.012 -0.133 -0.07
N -2.624 1.003 0.164 0.17
H 2.527 -0.895 0.329 0.09
H 2.336 0.756 0.637 0.09
H -3.320 0.765 -0.531 0.08
H 0.536 -2.285 0.231 0.04
H -0.909 -1.568 -0.545 0.04
H 0.309 2.000 -0.106 0.11
```

The energy above the lowest of the compared OMol25 structures with the same formula, charge and spin is 234.1 kJ/mol. The structure (SMILES) is C=C(N)C=C=N. For the HOMO-LUMO gap, the calculation gives 8.48 eV. For the total energy, the calculation gives -7223.1647 eV.


# C4H12N2S

One molecule with the formula C4H12N2S (ωB97M-V/def2-TZVPD, OMol25).

```
19
Properties=species:S:1:pos:R:3:lowdin_charge:R:1
C 0.471 -0.284 1.329 -0.08
C 0.616 0.108 -0.125 -0.49
C 1.684 1.174 -0.336 -0.54
S 3.417 0.626 -0.461 0.69
N -0.679 0.511 -0.734 -0.02
C -1.640 -0.604 -0.768 -0.31
N -2.553 -0.639 0.432 0.00
H 0.044 0.484 1.990 0.09
H -0.275 -1.087 1.376 0.06
H 1.345 -0.692 1.838 0.07
H 1.000 -0.818 -0.595 0.12
H 1.536 1.749 -1.252 0.06
H 1.658 1.999 0.392 0.08
H 3.641 0.155 0.777 -0.16
H -0.450 0.662 -1.711 0.10
H -2.223 -0.453 -1.681 0.11
H -1.198 -1.613 -0.823 0.11
H -3.200 -1.395 0.182 0.06
H -3.196 0.118 0.171 0.06
```

The energy above the lowest of the compared OMol25 structures with the same formula, charge and spin is 59.4 kJ/mol. The structure (SMILES) is C[C@H](CS)NCN. For the HOMO-LUMO gap, the calculation gives 9.98 eV. For the total energy, the calculation gives -18157.4034 eV.


# C2H3BrClNO2

One molecule with the formula C2H3BrClNO2 (ωB97M-V/def2-TZVPD, OMol25).

```
10
Properties=species:S:1:pos:R:3:lowdin_charge:R:1
C -0.856 -0.088 -0.735 -0.63
C 0.054 0.512 0.342 -0.60
N 1.251 -0.491 0.493 -0.44
O 2.323 -0.100 0.929 0.07
O 1.041 -1.616 0.098 0.06
Cl -0.649 0.395 2.027 0.63
Br -1.784 1.347 -1.669 0.65
H -0.194 -0.698 -1.286 0.04
H -1.755 -0.760 -0.417 0.10
H 0.568 1.498 0.219 0.12
```

The energy above the lowest of the compared OMol25 structures with the same formula, charge and spin is 58.0 kJ/mol. The structure (SMILES) is O=[N+]([O-])[C@H](Cl)CBr. For the HOMO-LUMO gap, the calculation gives 10.45 eV. For the total energy, the calculation gives -90269.1523 eV.


# C3H7N2O2

An isolated ion of composition C3H7N2O2 and charge +1 (ωB97M-V/def2-TZVPD, OMol25).

```
14
Properties=species:S:1:pos:R:3:lowdin_charge:R:1
C -1.017 -1.121 -0.536 0.18
C -1.773 0.911 0.160 -0.16
C 2.342 0.408 -0.014 -0.02
N 0.181 -0.171 -0.121 -0.06
N -2.030 -0.360 -0.390 0.10
O -0.403 1.200 0.077 0.00
O 1.323 -0.218 -0.778 -0.08
H -0.920 -2.191 -0.855 0.19
H -2.271 1.702 -0.386 0.15
H -1.971 0.927 1.244 0.16
H 3.180 0.913 -0.621 0.15
H 2.763 -0.310 0.601 0.07
H 1.885 1.120 0.665 0.09
H -3.062 -0.619 -0.387 0.23
```

The energy above the lowest of the compared OMol25 structures with the same formula, charge and spin is 558.2 kJ/mol. The structure (SMILES) is CON1C=[NH+]CO1. For the HOMO-LUMO gap, the calculation gives 8.53 eV. Its total charge is +1. For the total energy, the calculation gives -10287.0257 eV.


# C5H13NO2

A 3-piece molecular cluster, C5H13NO2 overall (ωB97M-V/def2-TZVPD, OMol25).

```
21
Properties=species:S:1:pos:R:3:lowdin_charge:R:1
N 0.129 -2.743 0.972 0.07
C -1.210 -2.461 1.409 -0.37
C -2.074 -1.750 0.690 -0.14
C -1.867 -1.151 -0.645 -0.16
C -0.921 -0.195 -0.663 -0.01
C -1.620 -3.302 2.672 -0.04
H 0.450 -3.655 1.245 0.07
H 0.787 -1.989 1.052 0.07
H -3.109 -1.704 1.029 0.11
H -2.522 -1.440 -1.470 0.10
H -0.799 0.410 -1.549 0.04
H -0.235 -0.101 0.177 0.06
H -0.820 -3.940 3.023 0.06
H -2.567 -3.736 2.391 0.07
H -1.650 -2.409 3.325 0.08
H 2.602 5.074 0.440 0.04
H 3.836 5.089 -0.418 0.05
O 2.909 4.806 -0.428 -0.05
H 1.892 3.783 -3.393 0.04
H 2.688 4.776 -2.586 -0.01
O 2.720 4.290 -3.421 -0.07
```

The energy above the lowest of the compared OMol25 structures with the same formula, charge and spin is 289.6 kJ/mol. The structure (SMILES) is C=C/C=C(/C)N.O.O. For the HOMO-LUMO gap, the calculation gives 8.62 eV. For the total energy, the calculation gives -10978.8779 eV.